Entry from OMol25: a molecular structure, C34H36GeN2Se2TcTe2 in a non-equilibrium geometry (wB97M-V/def2-TZVPD).

Structure (XYZ):
```
78
C34H36GeN2Se2TcTe2 (wB97M-V/def2-TZVPD)
Tc -1.282 -0.533 -1.140
C -2.215 2.251 0.535
N -2.227 0.784 0.423
C -2.856 0.139 1.352
C -2.781 -1.270 1.404
C -3.259 -2.207 2.322
C -2.740 -3.441 1.911
C -1.979 -3.195 0.754
N -2.002 -1.889 0.445
C -3.576 2.911 0.652
C -3.683 4.144 1.294
C -4.902 4.811 1.366
C -6.039 4.245 0.800
C -5.941 3.013 0.163
C -4.720 2.348 0.090
H -1.728 2.650 -0.344
H -1.603 2.540 1.392
H -3.400 0.678 2.125
H -3.885 -1.998 3.180
H -2.890 -4.406 2.377
H -1.428 -3.902 0.148
H -2.799 4.583 1.747
H -4.965 5.768 1.872
H -6.992 4.760 0.856
H -6.820 2.559 -0.281
H -4.652 1.389 -0.410
Se -2.271 1.216 -2.639
Te -4.515 0.332 -3.365
Te -3.257 -1.726 -4.583
Se -2.115 -2.411 -2.421
C -0.078 -0.251 2.670
Ge 0.466 -0.498 0.797
C 1.379 -2.253 0.838
C 1.425 -3.032 1.999
C 2.013 -4.297 1.998
C 2.569 -4.807 0.830
C 2.525 -4.049 -0.336
C 1.927 -2.793 -0.328
C 1.800 0.997 0.642
C 1.382 2.127 -0.021
C 2.175 3.302 -0.112
C 3.401 3.346 0.478
C 3.889 2.222 1.196
C 5.157 2.262 1.841
C 5.626 1.189 2.542
C 4.844 0.011 2.630
C 3.623 -0.056 2.021
C 3.092 1.045 1.282
H 0.831 -0.241 3.287
H -0.743 -1.050 3.011
H -0.585 0.711 2.800
H 0.990 -2.655 2.922
H 2.030 -4.886 2.910
H 3.025 -5.791 0.826
H 2.944 -4.443 -1.256
H 1.864 -2.228 -1.248
H 0.408 2.134 -0.499
H 1.797 4.162 -0.656
H 4.021 4.235 0.413
H 5.749 3.170 1.763
H 6.594 1.235 3.030
H 5.220 -0.848 3.179
H 3.046 -0.970 2.078
C 0.519 0.185 -4.537
C 1.072 -0.774 -3.471
C 2.576 -0.494 -3.291
C 0.913 -2.217 -3.963
C 0.357 -0.415 -2.169
H 1.095 0.053 -5.465
H 0.605 1.230 -4.220
H -0.533 -0.015 -4.734
H 3.110 -0.677 -4.231
H 3.016 -1.138 -2.520
H 2.747 0.547 -2.994
H 1.603 -2.384 -4.803
H -0.100 -2.415 -4.305
H 1.143 -2.943 -3.176
H 0.994 0.314 -1.673
```

The value obtained for the total energy is -242818.547 eV. Its energy relative to the best compared isomer or geometry (same formula, charge and spin) is 1.7 kcal/mol. The spin multiplicity is 3. As for the net charge: -1. The highest occupied orbital energy (spin up / spin down) is -3.7702 / -4.3742 eV. The value obtained for the gap between HOMO and LUMO (spin up / spin down) is 0.2226 / 0.2202 Ha. As for the expectation value of S²: 2.083.



Entry from OMol25: 2 unconnected molecules or ions with the total composition C34H36N2O3 in a non-equilibrium geometry (wB97M-V/def2-TZVPD).

Structure (XYZ):
```
75
C34H36N2O3 (wB97M-V/def2-TZVPD)
C 5.422 4.032 0.091
C 5.053 2.574 0.242
O 4.575 2.090 -1.034
C 3.962 0.873 -1.039
C 3.850 0.370 -2.425
C 4.085 1.315 -3.525
C 3.882 -1.055 -2.647
C 4.001 -1.559 -4.088
O 3.827 -1.874 -1.723
O 3.564 0.330 -0.019
H 5.681 4.418 1.079
H 6.297 4.156 -0.558
H 4.591 4.630 -0.300
H 5.939 1.991 0.533
H 4.286 2.450 1.018
H 4.226 2.308 -3.089
H 5.007 1.063 -4.078
H 3.243 1.333 -4.235
H 4.144 -0.774 -4.838
H 4.840 -2.265 -4.169
H 3.092 -2.119 -4.349
C 2.515 -2.341 4.607
N 1.784 -3.124 3.605
C 0.978 -4.182 4.127
C -0.094 -3.884 4.981
C -0.852 -4.912 5.540
C -0.523 -6.247 5.282
C 0.549 -6.551 4.434
C 1.295 -5.527 3.848
C 1.334 -2.348 2.505
C 1.829 -2.655 1.229
C 1.394 -1.945 0.141
C 0.594 -0.778 0.268
C 0.260 -0.102 -0.934
C -0.931 0.603 -1.238
C -1.188 1.021 -2.586
C -2.278 1.809 -2.892
C -3.121 2.284 -1.866
N -4.145 3.220 -2.182
C -3.906 4.578 -1.674
C -5.513 2.810 -2.151
C -6.218 2.765 -0.940
C -7.553 2.360 -0.931
C -8.202 2.058 -2.134
C -7.508 2.132 -3.346
C -6.164 2.501 -3.361
C -2.920 1.844 -0.548
C -1.935 0.912 -0.270
C 0.215 -0.403 1.596
C 0.503 -1.225 2.673
H 3.229 -1.698 4.079
H 1.830 -1.715 5.194
H 3.045 -3.019 5.285
H -0.314 -2.835 5.195
H -1.701 -4.654 6.175
H -1.115 -7.043 5.735
H 0.796 -7.593 4.230
H 2.137 -5.745 3.188
H 2.538 -3.475 1.137
H 1.686 -2.260 -0.854
H 0.975 -0.214 -1.749
H -0.503 0.693 -3.370
H -2.525 2.091 -3.917
H -4.656 5.260 -2.091
H -3.974 4.612 -0.576
H -2.906 4.899 -1.988
H -5.701 3.033 -0.015
H -8.075 2.283 0.023
H -9.248 1.755 -2.115
H -8.015 1.896 -4.281
H -5.595 2.569 -4.291
H -3.583 2.223 0.233
H -1.919 0.432 0.705
H -0.269 0.555 1.773
H 0.097 -1.012 3.666
```

The value obtained for the total energy is -44960.673 eV. Its energy relative to the best compared isomer or geometry (same formula, charge and spin) is 12.2 kcal/mol. The highest occupied orbital energy is -5.8663 eV. The value obtained for the gap between HOMO and LUMO is 0.1210 Ha.



Entry from OMol25: a molecular structure, C34H36N6O7PPtS2 in a non-equilibrium geometry (wB97M-V/def2-TZVPD).

Structure (XYZ):
```
87
C34H36N6O7PPtS2 (wB97M-V/def2-TZVPD)
Pt -0.307 2.085 0.632
N -0.878 4.259 0.265
N -2.234 4.429 0.550
C -3.026 3.306 0.733
O -4.233 3.424 0.738
O -2.373 2.181 0.889
H -0.285 4.745 0.945
H -0.632 4.547 -0.677
H -2.707 5.242 0.190
C -0.338 -7.271 -9.228
O 0.537 -7.230 -8.099
C 0.385 -6.240 -7.212
C -0.592 -5.247 -7.298
C -0.642 -4.257 -6.335
C 0.270 -4.233 -5.281
C 1.232 -5.251 -5.195
C 1.290 -6.240 -6.141
C 0.203 -3.153 -4.324
N -0.700 -2.155 -4.366
C -0.416 -1.368 -3.328
C 0.693 -1.857 -2.599
N 1.056 -3.006 -3.283
C 1.221 -1.232 -1.497
C 2.460 -1.580 -0.832
C 2.833 -0.896 0.246
C 1.927 0.106 0.899
N 0.862 0.616 0.032
C 0.534 -0.059 -1.061
C -0.549 0.490 -1.815
N -1.036 1.651 -1.358
C -2.070 2.200 -1.985
C -2.658 1.616 -3.107
C -2.149 0.434 -3.598
C -1.065 -0.149 -2.940
H -0.019 -8.123 -9.817
H -0.247 -6.361 -9.822
H -1.372 -7.412 -8.914
H -1.306 -5.239 -8.108
H -1.394 -3.482 -6.390
H 1.947 -5.280 -4.380
H 2.028 -7.030 -6.091
H 1.804 -3.634 -3.046
H 3.100 -2.344 -1.257
H 3.775 -1.080 0.748
H 2.817 0.971 2.357
H -2.450 3.131 -1.588
H -3.501 2.104 -3.575
H -2.562 -0.048 -4.475
C -1.636 5.318 3.752
C -0.760 5.155 4.974
C -0.010 6.413 5.345
O 0.221 4.071 4.844
P 1.005 3.481 3.619
S 1.682 4.694 2.278
S -0.246 1.972 2.899
O 2.237 2.792 4.335
C 2.316 2.103 5.629
C 1.191 1.109 5.830
C 2.407 3.114 6.754
H -2.411 6.053 3.972
H -2.121 4.381 3.480
H -1.051 5.677 2.907
H -1.375 4.826 5.810
H 0.656 6.707 4.532
H 0.584 6.259 6.246
H -0.720 7.221 5.532
H 3.265 1.577 5.544
H 0.227 1.622 5.879
H 1.342 0.586 6.776
H 1.159 0.375 5.030
H 1.441 3.577 6.946
H 3.131 3.892 6.513
H 2.737 2.604 7.661
O 1.921 -0.743 3.115
C 1.312 -0.794 2.087
O 2.591 1.181 1.434
C 0.199 -1.747 1.783
C -1.106 -1.338 1.519
C -2.079 -2.289 1.241
C -1.753 -3.639 1.211
C -0.451 -4.045 1.474
C 0.521 -3.102 1.770
H -1.387 -0.295 1.567
H -3.097 -1.967 1.061
H -2.516 -4.376 0.997
H -0.196 -5.097 1.467
H 1.537 -3.412 1.987
```

The value obtained for the total energy is -93318.047 eV. As for the net charge: +1. The highest occupied orbital energy (spin up / spin down) is -10.2894 / -10.2879 eV. The value obtained for the gap between HOMO and LUMO (spin up / spin down) is 0.1780 / 0.1780 Ha.